Entry 1:
{"formula": "C4H7NO2", "method": "the ωB97M-V functional and the def2-TZVPD basis", "orbital_gap_ev": 10.3560, "de_lowest_kj_mol": 68.9, "e_homo_ev": -9.68, "lumo_ha": 0.02473, "smiles": "NC(=O)CCC=O", "species": ["N", "C", "O", "C", "C", "C", "O", "H", "H", "H", "H", "H", "H", "H"], "coordinates": [[-1.0093, -1.2278, -0.8375], [-1.4527, -0.5332, 0.2413], [-2.3826, -0.8798, 0.9476], [-0.6489, 0.7308, 0.5088], [0.8580, 0.4668, 0.6919], [1.7161, 0.4844, -0.5119], [1.3291, 0.2366, -1.6336], [-1.4907, -2.0710, -1.1017], [-0.2758, -0.8435, -1.4225], [-1.0919, 1.1995, 1.3922], [-0.8055, 1.4260, -0.3302], [1.2763, 1.0698, 1.5082], [1.1863, -0.6141, 0.8029], [2.7918, 0.5555, -0.2556]], "atomic_forces_ev_per_a": [[-0.0935, -0.1007, 0.0220], [-0.0477, -0.0393, -0.0107], [0.2304, 0.0439, -0.2294], [0.0189, -0.0813, 0.0461], [0.1145, -0.3028, -0.0174], [0.0583, 0.2882, -0.6172], [0.3611, 0.3749, 0.2056], [0.0038, 0.0533, 0.0172], [-0.2077, -0.0942, 0.0351], [0.2613, -0.1722, -0.0913], [0.1563, -0.2011, 0.1226], [0.0900, -0.3855, -0.2436], [-1.0028, 0.4982, 1.1306], [0.0571, 0.1184, -0.3697]], "lowdin_charge": [0.17, -0.56, 0.04, -0.09, -0.15, -0.28, 0.03, 0.11, 0.07, 0.12, 0.13, 0.12, 0.16, 0.13]}

=====

Entry 2:
{"formula": "C4H7NO2", "method": "the ωB97M-V functional and the def2-TZVPD basis", "orbital_gap_ev": [8.0409, 8.0425], "de_lowest_kj_mol": 451.6, "e_homo_ev": [-8.17, -8.17], "lumo_ha": [-0.00468, -0.00466], "species": ["C", "C", "C", "C", "N", "O", "O", "H", "H", "H", "H", "H", "H", "H"], "coordinates": [[1.8975, -0.8158, 0.3495], [-0.3604, -0.1888, -0.0208], [-0.7317, 0.6720, 1.1425], [-1.1733, -0.2374, -1.2680], [2.3263, 0.2741, -0.0836], [0.5177, -1.1491, 0.1469], [1.5830, 1.1955, -0.5164], [2.4964, -1.6263, 0.7082], [-1.1355, 1.6253, 0.8170], [0.1375, 0.8485, 1.7717], [-1.4861, 0.1608, 1.7466], [-1.2905, -1.2757, -1.5779], [-0.6412, 0.2767, -2.0708], [-2.1396, 0.2402, -1.1448]], "atomic_forces_ev_per_a": [[0.1405, -0.4920, 0.4101], [1.4714, 0.9913, -0.0551], [0.3134, -0.1387, -0.0946], [0.0930, -0.2586, 0.0093], [1.1347, 0.2437, 0.1771], [-0.9660, 0.1685, -0.4835], [-1.9360, -0.2836, -0.0819], [-0.0237, -0.1553, 0.0768], [-0.0219, 0.0227, -0.1050], [0.0432, -0.0133, -0.0137], [-0.1164, -0.0852, -0.0343], [-0.0944, -0.0141, -0.0026], [0.0625, 0.0130, 0.1103], [-0.1002, 0.0018, 0.0872]], "lowdin_charge": [-0.16, -0.31, -0.01, 0.01, -0.11, 0.02, -0.11, 0.11, 0.10, 0.09, 0.10, 0.10, 0.10, 0.09]}

=====

Entry 3:
{"formula": "C4H7NO2", "method": "the ωB97M-V functional and the def2-TZVPD basis", "orbital_gap_ev": 11.4267, "de_lowest_kj_mol": 255.9, "e_homo_ev": -10.93, "lumo_ha": 0.01835, "smiles": "C[C@](O)(C#N)CO", "species": ["C", "C", "O", "C", "N", "C", "O", "H", "H", "H", "H", "H", "H", "H"], "coordinates": [[-0.0746, 0.6171, -1.2225], [0.5587, 0.3826, 0.1206], [0.3974, 1.4077, 1.0418], [2.4518, 0.3437, 0.0142], [3.5858, 0.2643, -0.0436], [0.3124, -1.0110, 0.7131], [0.5342, -2.0388, -0.2130], [0.1695, -0.1839, -1.9133], [-1.1590, 0.6157, -1.0762], [0.2218, 1.5780, -1.6363], [-0.5404, 1.5579, 1.2129], [0.9366, -1.1335, 1.6086], [-0.7375, -1.0972, 1.0158], [1.4741, -2.0627, -0.4318]], "atomic_forces_ev_per_a": [[0.3090, 0.1124, 0.0405], [3.3584, -0.4028, 0.3692], [-0.0241, -0.0989, 0.0342], [-5.3084, 0.3114, -0.2464], [1.6029, -0.1698, -0.0428], [0.1293, 0.0979, 0.2606], [0.0522, -0.0852, -0.2165], [0.0222, -0.0192, -0.0141], [0.0042, -0.0087, 0.0354], [0.0312, -0.0035, 0.0292], [-0.0433, -0.0477, -0.1317], [-0.1914, 0.1603, -0.1100], [0.0292, 0.1656, -0.0686], [0.0286, -0.0117, 0.0611]], "lowdin_charge": [-0.02, -0.44, 0.00, -0.10, 0.07, -0.24, -0.05, 0.09, 0.10, 0.10, 0.12, 0.13, 0.14, 0.09]}

=====

Entry 4:
{"formula": "C4H7NO2", "method": "the ωB97M-V functional and the def2-TZVPD basis", "orbital_gap_ev": 9.6662, "de_lowest_kj_mol": 261.3, "e_homo_ev": -8.80, "lumo_ha": 0.03171, "species": ["O", "C", "C", "N", "C", "C", "O", "H", "H", "H", "H", "H", "H", "H"], "coordinates": [[-0.3082, 2.0854, -0.0004], [-1.3056, 1.1699, -0.0742], [-1.9620, 0.9095, -1.2020], [0.6082, -1.1561, -0.0711], [1.4760, -2.0602, -0.2505], [1.2993, 0.6515, 2.1610], [2.0248, -0.0744, 2.6435], [0.1716, 1.9390, 0.8272], [-1.5327, 0.6442, 0.8534], [-2.7675, 0.1846, -1.2033], [-1.7156, 1.4243, -2.1253], [0.2628, -0.7717, -0.9543], [1.8396, -2.3952, -1.2286], [1.9092, -2.5509, 0.6247]], "atomic_forces_ev_per_a": [[0.0679, -0.0130, 0.0870], [-0.3355, -0.2121, -0.1838], [0.0608, 0.0994, 0.1233], [0.2878, -0.2762, -0.1808], [-0.1140, 0.1265, 0.0896], [0.9139, -0.8647, 0.6695], [-0.8520, 0.8432, -0.5408], [-0.0477, 0.0483, -0.1485], [0.0354, 0.0844, -0.1557], [0.1174, 0.1132, 0.0270], [-0.0429, -0.0381, 0.1087], [0.0261, -0.0199, 0.1135], [-0.1092, 0.0482, 0.0833], [-0.0081, 0.0608, -0.0924]], "lowdin_charge": [-0.04, -0.34, -0.02, 0.03, -0.12, 0.04, 0.06, 0.00, 0.11, 0.05, 0.06, 0.04, 0.07, 0.06]}

=====

Entry 5:
{"formula": "C4H7NO2", "method": "the ωB97M-V functional and the def2-TZVPD basis", "orbital_gap_ev": 10.1668, "de_lowest_kj_mol": 253.1, "e_homo_ev": -9.39, "lumo_ha": 0.02840, "smiles": "[H]/N=C(\\C)OCC=O", "species": ["H", "N", "C", "C", "O", "C", "C", "O", "H", "H", "H", "H", "H", "H"], "coordinates": [[-0.3034, -1.5095, 1.0102], [0.3519, -0.9781, 0.4967], [0.4564, 0.2662, 0.6397], [0.4783, 0.9638, 1.9796], [0.3317, 0.9811, -0.5168], [-0.5798, 0.2477, -1.3859], [-0.0431, -1.0854, -1.8919], [-0.7658, -2.0165, -2.1607], [0.3007, 2.0336, 1.9092], [-0.3371, 0.5001, 2.5517], [1.3896, 0.7552, 2.5551], [-1.5135, 0.0348, -0.8479], [-0.8076, 0.9034, -2.2299], [1.0417, -1.0963, -2.1091]], "atomic_forces_ev_per_a": [[0.3609, -0.8841, 1.5952], [-0.1582, -0.0134, -1.2539], [-0.7540, -0.4550, 0.2308], [-0.0955, 0.1490, -0.1670], [0.0611, 0.1565, 0.2814], [-0.0732, 0.0730, -0.1618], [-0.1162, -0.0164, -0.0065], [0.2312, 0.4867, 0.0089], [0.0974, 0.0393, -0.0035], [0.1285, 0.1936, -0.1124], [-0.1208, 0.0963, -0.4256], [0.2351, 0.1484, -0.1275], [0.2574, 0.0852, 0.0630], [-0.0537, -0.0591, 0.0788]], "lowdin_charge": [0.08, 0.15, -0.46, 0.01, -0.03, -0.13, -0.29, 0.03, 0.08, 0.09, 0.09, 0.13, 0.13, 0.13]}

=====

Entry 6:
{"formula": "C4H7NO2", "method": "the ωB97M-V functional and the def2-TZVPD basis", "orbital_gap_ev": 9.2663, "de_lowest_kj_mol": 248.3, "e_homo_ev": -9.48, "lumo_ha": -0.00775, "species": ["C", "C", "C", "N", "C", "O", "O", "H", "H", "H", "H", "H", "H", "H"], "coordinates": [[-1.6444, -0.9565, -0.1394], [-0.5628, -0.0299, -0.4832], [-0.0098, 1.1813, 0.1788], [1.3642, 0.8162, -0.0594], [1.7496, -0.4141, 0.4911], [2.9156, -0.6976, 0.6708], [0.6477, -1.0972, 0.7019], [-1.7900, -0.9567, 0.9375], [-1.2788, -1.9418, -0.4502], [-2.5536, -0.7297, -0.7005], [-0.3639, 0.0609, -1.5702], [-0.2741, 1.2245, 1.2433], [-0.2314, 2.1438, -0.3016], [2.0317, 1.3968, -0.5189]], "atomic_forces_ev_per_a": [[-0.2814, -0.0068, 0.1741], [0.2754, -0.8111, 0.6569], [0.0849, -0.2059, -0.0094], [0.7752, 0.7747, 0.4701], [0.1327, 0.4998, -0.5416], [-0.6069, -0.2920, 0.1112], [-0.4369, 0.6628, -1.5889], [-0.3163, -0.1112, -0.0551], [-0.3358, 0.0837, 0.0836], [-0.0879, 0.0415, 0.0750], [0.5026, -0.7491, 0.6841], [0.1299, 0.0836, -0.1848], [-0.1398, -0.3977, -0.0933], [0.3042, 0.4277, 0.2182]], "lowdin_charge": [-0.07, -0.06, -0.17, 0.04, -0.66, 0.07, 0.01, 0.09, 0.10, 0.09, 0.15, 0.13, 0.14, 0.13]}

=====

Entry 7:
{"formula": "C4H7NO2", "method": "the ωB97M-V functional and the def2-TZVPD basis", "orbital_gap_ev": 9.3533, "de_lowest_kj_mol": 354.9, "e_homo_ev": -8.84, "lumo_ha": 0.01874, "species": ["C", "C", "N", "C", "C", "O", "O", "H", "H", "H", "H", "H", "H", "H"], "coordinates": [[0.0527, 1.4573, -0.3406], [-1.3212, -0.3989, 0.5391], [-0.0697, 0.0358, -0.0582], [0.8331, -1.3308, -1.0611], [1.2589, -0.6923, 0.4931], [0.6854, -1.4903, -2.1870], [2.3144, -0.0692, 0.5762], [0.9377, -1.4629, 1.2087], [1.0985, 1.7048, -0.5222], [-0.5542, 1.7337, -1.2053], [-1.3153, -1.4870, 0.6335], [-2.1562, -0.1186, -0.1065], [-1.4783, 0.0549, 1.5240], [-0.2858, 2.0634, 0.5064]], "atomic_forces_ev_per_a": [[-0.0050, -0.0263, 0.1731], [0.3367, 0.1194, -0.0588], [0.6622, -0.0193, 0.3357], [0.4185, -0.8698, -1.0131], [-0.4475, 1.4615, 0.5032], [-0.1003, 0.3015, 0.3850], [-0.9258, -0.5796, -0.3177], [0.0331, -0.0254, -0.0806], [-0.0403, -0.1133, -0.0480], [0.0645, -0.0924, -0.0471], [-0.0638, 0.0026, 0.0538], [0.0536, -0.0545, 0.0049], [0.0066, -0.0655, 0.0415], [0.0074, -0.0388, 0.0683]], "lowdin_charge": [-0.07, -0.08, -0.26, 0.00, -0.43, 0.19, -0.01, 0.13, 0.09, 0.09, 0.09, 0.09, 0.09, 0.09]}

=====

Entry 8:
{"formula": "C4H7NO2", "method": "the ωB97M-V functional and the def2-TZVPD basis", "orbital_gap_ev": 10.5226, "de_lowest_kj_mol": 307.8, "e_homo_ev": -9.57, "lumo_ha": 0.03517, "smiles": "CON1CCC1=O", "species": ["C", "O", "N", "C", "C", "C", "O", "H", "H", "H", "H", "H", "H", "H"], "coordinates": [[1.6589, 0.9915, -1.4009], [1.1097, -0.2266, -0.8883], [0.0954, 0.0865, 0.0135], [-1.2526, -0.5067, -0.1924], [-1.3708, -0.6196, 1.3484], [0.1137, -0.3102, 1.4009], [1.0101, -0.4307, 2.1823], [0.9169, 1.6228, -1.9126], [2.0914, 1.5866, -0.5905], [2.3988, 0.6932, -2.1116], [-1.2811, -1.5074, -0.6656], [-1.9274, 0.1437, -0.7740], [-1.5005, -1.6338, 1.7348], [-2.0626, 0.1107, 1.8560]], "atomic_forces_ev_per_a": [[-0.4632, 0.3782, 0.4009], [-0.1343, 0.5781, 0.2204], [-0.4164, -0.9840, 0.5650], [-0.2796, -0.1405, -0.3046], [-0.8770, 0.6718, 0.4989], [0.8070, 0.4208, -0.9398], [-0.4030, 0.1061, -0.2685], [-0.0593, -0.3737, 0.1471], [0.1019, -0.1735, -0.1166], [0.5849, -0.1637, -0.3476], [0.4723, 0.4659, 0.1805], [0.1830, -0.1337, 0.5528], [-0.3487, 0.1733, -0.1255], [0.8324, -0.8252, -0.4630]], "lowdin_charge": [-0.07, -0.12, -0.08, -0.11, -0.06, -0.41, 0.12, 0.09, 0.09, 0.08, 0.12, 0.11, 0.12, 0.13]}

=====

Entry 9:
{"formula": "C4H7NO2", "method": "the ωB97M-V functional and the def2-TZVPD basis", "orbital_gap_ev": 11.1755, "de_lowest_kj_mol": 111.9, "e_homo_ev": -10.27, "lumo_ha": 0.03320, "smiles": "[H]/N=C1/CO[C@H](C)O1", "species": ["H", "N", "C", "C", "O", "C", "C", "O", "H", "H", "H", "H", "H", "H"], "coordinates": [[2.4691, 1.6831, 0.2391], [2.4167, 0.7772, -0.2278], [1.3532, 0.1836, 0.0906], [0.8828, -1.1542, -0.4378], [-0.3316, -1.3907, 0.2471], [-0.7727, -0.1504, 0.7392], [-1.6821, 0.5780, -0.2286], [0.4040, 0.6323, 0.9543], [0.7463, -1.1121, -1.5249], [1.5880, -1.9525, -0.1984], [-1.2477, -0.3201, 1.7086], [-1.8836, 1.5873, 0.1413], [-2.6250, 0.0372, -0.3391], [-1.2018, 0.6559, -1.2106]], "atomic_forces_ev_per_a": [[0.0616, -0.0801, -0.0235], [-0.3066, -0.0926, 0.1894], [0.2895, 0.0272, -0.1908], [0.2038, -0.0007, -0.1114], [-0.0720, -0.0687, 0.0588], [-0.2821, 0.1236, 0.0787], [-0.0633, 0.0057, -0.0546], [0.0978, 0.0075, -0.0359], [0.0074, 0.0180, 0.1155], [-0.0333, 0.1173, -0.0470], [0.0670, 0.0473, -0.0893], [-0.0107, -0.1510, -0.0366], [0.1022, 0.0499, 0.0031], [-0.0614, -0.0035, 0.1436]], "lowdin_charge": [0.06, 0.16, -0.43, -0.10, -0.06, -0.39, 0.00, 0.04, 0.13, 0.14, 0.16, 0.09, 0.09, 0.09]}

=====

no.,E_tot (eV)
1,-9846.566
2,-9842.600
3,-9844.628
4,-9844.571
5,-9844.657
6,-9844.706
7,-9843.601
8,-9844.090
9,-9846.120